1.
Entry from the OMol25 dataset: a molecular structure, C24H25I2N5ORuS3 in a non-equilibrium geometry (the ωB97M-V functional and the def2-TZVPD basis).

Values from the calculation:
HOMO level (spin up / spin down): -4.417 / -5.178 eV
2S+1: 6
Energy above the lowest of the compared OMol25 structures with the same formula, charge and spin: 0.0 kJ/mol
⟨S²⟩: 8.772
Total energy: -86080.744 eV
Total charge: -1
HOMO-LUMO gap (spin up / spin down): 6.5753 / 6.4640 eV

Last column: Mulliken charge in e.
Element x y z (Å)
Ru -0.03377 -0.82892 -0.32539  0.608
I -5.49495 -5.65060 -3.62353  0.041
C -4.17950 -4.43565 -2.60470  -0.259
C -4.40079 -4.28120 -1.28262  -0.311
C -3.53802 -3.54208 -0.46424  -0.678
I -3.79125 -3.40811 1.55977  0.074
C -2.43401 -2.86524 -1.00866  0.525
O -1.64795 -2.21494 -0.24202  -0.318
C -2.30368 -2.90456 -2.42718  0.241
C -1.27005 -2.13746 -3.16569  -0.833
N -1.13745 -0.70955 -2.78771  0.021
C -0.27895 0.17383 -3.53031  -0.950
C -0.06587 1.46018 -2.82761  0.615
C 0.13954 2.65117 -3.49675  -0.812
C 0.51128 3.83039 -2.86657  -0.322
C 0.56878 3.79337 -1.48952  -0.978
C 0.33454 2.56215 -0.87062  0.422
N 0.04359 1.43688 -1.50761  0.600
C -3.02786 -3.89686 -3.14715  -0.634
H -5.25560 -4.82926 -0.89123  0.295
H -1.47113 -2.26580 -4.27632  0.227
H -0.22142 -2.55011 -3.00306  0.332
H -2.11982 -0.29726 -2.94264  0.200
H -0.53889 0.37579 -4.53946  0.465
H 0.70642 -0.36190 -3.39177  0.222
H 0.05576 2.66956 -4.58416  0.331
H 0.75530 4.70840 -3.45136  0.425
H 0.81786 4.75963 -0.94612  0.257
H 0.44579 2.44974 0.22908  -0.313
H -2.73281 -4.14169 -4.13284  0.477
C -1.50752 0.41185 4.13362  -1.700
C -0.70222 -0.24078 2.92030  0.282
S -0.48299 0.76190 1.61394  -0.173
C -0.38324 -1.63043 3.00973  0.945
C -1.06537 -2.42166 4.10532  -1.618
S 0.66485 -2.41477 1.96630  -0.248
H -1.44583 1.46347 3.95945  0.533
H -1.10925 0.20694 5.13246  0.316
H -2.53077 0.07966 4.06469  0.429
H -0.45281 -2.44650 4.99783  0.274
H -1.13331 -3.41600 3.68438  0.510
H -2.15554 -2.17185 4.16431  0.233
N 2.43728 -1.66989 -2.29621  -0.767
C 1.75678 -1.34637 -1.41478  0.066
C 2.60475 0.54743 3.60882  -1.236
C 2.83610 1.54592 2.56479  0.788
C 3.39181 1.32838 1.33854  -0.841
C 3.34615 2.48147 0.46889  0.959
N 2.85790 3.65397 0.83626  -0.423
C 2.31785 3.82772 2.03871  -0.156
S 1.39899 5.15888 2.40843  -0.424
N 2.32867 2.73462 2.85374  0.032
C 3.81528 2.42936 -0.90633  -1.279
H 3.12994 0.83478 4.53392  0.400
H 2.76229 -0.48756 3.38635  0.326
H 1.54491 0.61975 4.00226  0.106
H 3.71826 0.34752 0.99946  0.367
H 1.73635 2.88053 3.68969  0.322
H 3.58780 1.51695 -1.48179  0.284
H 4.92711 2.64146 -0.88115  0.343
H 3.37071 3.22338 -1.46396  0.380

***

2.
Entry from the OMol25 dataset: 2 unconnected molecules or ions with the total composition C9H9FN5O in a non-equilibrium geometry (the ωB97M-V functional and the def2-TZVPD basis).

Values from the calculation:
HOMO level: -12.073 eV
Total energy: -21686.020 eV
Total charge: +1
HOMO-LUMO gap: 8.7415 eV

Last column: Mulliken charge in e.
Element x y z (Å)
N -5.29196 0.33136 2.70424  -0.296
C -4.67296 -0.58922 3.01653  0.498
O -3.97624 -1.65868 3.32260  -0.374
C -2.73553 -1.66895 2.81531  0.604
N -2.34809 -0.96092 1.79717  -0.442
C -1.05479 -1.29993 1.63109  0.370
N -0.31350 -0.76271 0.67863  -0.213
N -0.68323 -2.18770 2.55963  -0.020
N -1.79149 -2.44225 3.30969  -0.053
H 0.48120 -1.22113 0.26077  0.228
H -0.63605 0.10966 0.30353  0.261
H 0.21793 -2.62048 2.67322  0.219
H -1.85664 -3.09394 4.07536  0.259
F 1.88609 -0.71768 -0.89823  -0.424
C 1.97334 0.41104 -1.67602  0.451
C 1.19974 0.49014 -2.81282  -0.343
C 1.28550 1.63507 -3.59142  -0.320
C 2.14064 2.66445 -3.22464  -0.540
C 2.91090 2.55473 -2.07519  -0.352
C 2.82750 1.41777 -1.28545  -0.476
H 0.54782 -0.32999 -3.08536  0.421
H 0.68538 1.72042 -4.48607  0.372
H 2.20785 3.55264 -3.83675  0.390
H 3.58066 3.35422 -1.79225  0.371
H 3.41591 1.31208 -0.38358  0.409

***

3.
Entry from the OMol25 dataset: C18H20ClFN4O2 in the gas phase (the ωB97M-V functional and the def2-TZVPD basis).

Values from the calculation:
HOMO level: -8.553 eV
Energy above the lowest of the compared OMol25 structures with the same formula, charge and spin: 9.3 kJ/mol
SMILES string: COc1cc/c(=N\C(=O)CC2CN(Cc3ccc(F)c(C)c3Cl)C2)[nH]n1
Total energy: -44284.569 eV
HOMO-LUMO gap: 8.5940 eV

Last column: Mulliken charge in e.
Element x y z (Å)
C -6.13535 -3.83191 0.33986  -0.666
O -5.92868 -2.42646 0.20221  -0.387
C -4.66754 -1.99604 0.36726  0.570
C -4.46456 -0.57952 0.21808  -0.674
C -3.23137 -0.07940 0.37046  0.002
C -2.12945 -0.97171 0.69768  0.577
N -0.89672 -0.66519 0.93729  -0.565
C -0.46559 0.64049 0.77257  0.447
O -0.66668 1.30914 -0.22440  -0.586
C 0.38679 1.14750 1.91565  -1.093
C 0.93122 2.53479 1.67902  0.393
C -0.05193 3.71726 1.64361  -0.805
N 0.92083 4.51202 2.41732  0.029
C 0.39342 5.37953 3.45132  -1.335
C 1.52467 5.99484 4.23643  0.074
C 2.40544 6.84148 3.56660  -0.341
C 3.48070 7.42043 4.20913  -0.835
C 3.67330 7.13911 5.54727  0.801
F 4.72788 7.71222 6.16835  -0.349
C 2.84810 6.30461 6.27940  0.196
C 3.10462 6.02601 7.73128  -1.704
C 1.77480 5.74359 5.57991  0.853
Cl 0.72620 4.67472 6.48120  -0.243
C 1.58903 3.27225 2.86090  -0.698
N -2.48614 -2.28341 0.78017  0.127
N -3.72116 -2.81951 0.63811  -0.866
H -7.19611 -3.98864 0.17253  0.243
H -5.54631 -4.37942 -0.39570  0.300
H -5.85157 -4.16504 1.33801  0.299
H -5.31822 0.03993 -0.02000  0.425
H -3.01258 0.97022 0.24879  0.446
H -0.22503 1.11503 2.82410  0.295
H 1.18762 0.42047 2.07639  0.336
H 1.57127 2.55124 0.79798  0.330
H -0.33351 4.12808 0.67557  0.304
H -0.96087 3.49412 2.22515  0.323
H -0.17924 6.17509 2.96612  0.411
H -0.29333 4.84191 4.11804  0.519
H 2.23598 7.02736 2.51377  0.435
H 4.16890 8.07973 3.69887  0.417
H 3.25981 4.95933 7.89670  0.348
H 3.98208 6.56474 8.07690  0.357
H 2.24812 6.32382 8.33708  0.363
H 1.20030 2.91228 3.82529  0.286
H 2.67745 3.32347 2.90843  0.333
H -1.76151 -2.94540 1.00709  0.307

***

4.
Entry from the OMol25 dataset: C3H8N2OS in the gas phase in a non-equilibrium geometry (the ωB97M-V functional and the def2-TZVPD basis).

Values from the calculation:
HOMO level: -8.770 eV
Energy above the lowest of the compared OMol25 structures with the same formula, charge and spin: 737.4 kJ/mol
Total energy: -19096.860 eV
HOMO-LUMO gap: 9.1966 eV

Last column: Mulliken charge in e.
Element x y z (Å)
C -2.08411 1.23232 0.34325  -0.045
C -1.40845 -1.01041 -0.26846  -0.226
C 2.30152 -0.09562 -0.35627  -0.811
N -0.01123 1.63468 -0.09439  -0.647
N -0.30711 -0.86464 0.65171  -0.518
O -2.36894 0.13207 -0.33003  -0.304
S 0.62980 0.36005 0.42457  0.486
H -1.97860 1.14234 1.48079  0.265
H -2.54155 2.17387 -0.09966  0.260
H -0.99659 -0.99884 -1.35753  0.234
H -1.93090 -1.84714 0.12594  0.307
H 2.07620 -0.39738 -1.41422  0.272
H 3.04627 0.83072 -0.52005  0.300
H 2.81467 -1.00313 0.15592  0.305
H 1.21418 0.49106 1.73774  0.122